{"formula": "C20H32N3O6", "method": "ωB97M-V with the def2-TZVPD basis set", "spin_multiplicity": 1, "total_charge": -1, "lumo_energy_ev": 2.2, "symbols": ["O", "O", "O", "O", "O", "O", "C", "C", "C", "C", "N", "N", "N", "C", "C", "C", "C", "C", "C", "C", "C", "C", "C", "C", "C", "C", "C", "C", "C", "H", "H", "H", "H", "H", "H", "H", "H", "H", "H", "H", "H", "H", "H", "H", "H", "H", "H", "H", "H", "H", "H", "H", "H", "H", "H", "H", "H", "H", "H", "H", "H"], "xyz": [[1.188442, 0.254560, 2.636055], [1.321689, -0.363681, -3.510637], [-2.340663, 5.825319, 0.272541], [1.455260, 4.391602, 2.805939], [-3.964784, 5.653417, 1.772837], [1.981101, 1.548679, -1.673218], [0.586105, 1.313844, 2.526555], [0.616821, -0.321647, -2.507809], [-2.926542, 5.240654, 1.214223], [0.655104, 4.546435, 1.882056], [0.891134, 0.636981, -1.547907], [0.209940, 5.761009, 1.536708], [0.736429, 2.032236, 1.415149], [-0.364360, 1.745179, 3.624363], [0.553936, 6.991394, 2.239198], [-0.521590, -1.314451, -2.291475], [-2.319919, 3.931309, 1.745404], [0.103869, -4.750501, 0.343808], [1.997854, -4.781657, -1.302373], [-0.255673, -5.663019, -1.967499], [0.950730, -2.602389, -0.629823], [-1.300956, -3.484315, -1.304045], [0.593996, -3.513898, -2.949553], [1.356257, -4.002296, -0.140325], [-0.905093, -4.885969, -0.809836], [0.995906, -4.917587, -2.462423], [-0.059342, -2.707367, -1.800970], [-1.349629, 3.232793, 0.766273], [0.172276, 3.345088, 1.035120], [2.427039, 1.406871, -2.535058], [0.320609, 0.639931, -0.700874], [-0.531347, 5.819729, 0.834753], [1.453159, 1.675507, 0.801915], [-0.120290, 2.753761, 3.950069], [-1.386639, 1.706103, 3.256519], [-0.255621, 1.065957, 4.467340], [0.289047, 6.890920, 3.293015], [1.625095, 7.176673, 2.152954], [-0.003719, 7.823923, 1.807697], [-1.074119, -1.417838, -3.229591], [-1.209475, -0.882961, -1.558699], [-3.140044, 3.235531, 1.939139], [-1.831937, 4.111966, 2.704503], [0.383320, -5.742697, 0.712275], [-0.353382, -4.207477, 1.177545], [2.304630, -5.774491, -0.957976], [2.897706, -4.261426, -1.646674], [0.018357, -6.668556, -1.632459], [-0.971058, -5.773690, -2.788800], [1.853730, -2.069937, -0.945032], [0.508306, -2.036440, 0.197281], [-1.783135, -2.936718, -0.487200], [-2.033081, -3.574975, -2.113412], [1.484065, -2.995009, -3.318722], [-0.103156, -3.602984, -3.789031], [2.072271, -3.909658, 0.682815], [-1.794927, -5.418906, -0.459974], [1.457224, -5.474721, -3.284029], [-1.616395, 2.174061, 0.750254], [-1.541949, 3.570846, -0.252264], [0.597417, 3.554980, 0.053383]], "atomic_forces_ev_per_a": [[0.310, -0.514, 0.021], [-0.002, -0.025, -0.015], [0.903, -0.084, -0.515], [-0.146, -0.223, -0.168], [0.243, -0.554, 0.189], [-0.939, -0.530, 0.614], [-0.242, -0.845, 1.211], [1.272, 0.868, -0.242], [-0.984, 0.891, 0.412], [0.589, -0.007, 1.083], [-0.707, -1.282, -1.127], [-0.399, 0.014, -0.854], [0.040, 1.785, -1.106], [0.262, 0.233, -0.261], [0.026, -0.690, 0.025], [0.219, 0.507, 0.723], [0.169, -0.553, -0.522], [0.006, 0.034, -0.112], [-0.140, 0.060, 0.011], [0.088, 0.095, 0.064], [-0.090, -0.157, -0.132], [0.201, -0.125, 0.049], [0.151, -0.085, 0.221], [-0.243, -0.081, -0.224], [0.303, 0.127, -0.119], [-0.186, 0.168, 0.321], [0.152, -0.117, 0.011], [-0.428, 0.144, 0.291], [-0.281, -0.314, -0.429], [-0.876, -0.659, 0.251], [0.904, 0.784, -0.101], [-0.405, 0.009, 0.017], [0.202, 0.072, 0.206], [-0.141, 0.139, -0.055], [-0.142, 0.146, 0.021], [0.055, -0.059, -0.173], [0.114, 0.126, 0.043], [0.008, 0.090, 0.120], [0.016, -0.232, -0.043], [0.191, 0.110, 0.016], [-0.100, -0.113, 0.099], [-0.079, 0.209, 0.141], [-0.069, 0.144, 0.046], [-0.017, -0.009, 0.008], [0.021, -0.022, -0.019], [0.011, -0.005, 0.002], [-0.019, -0.012, 0.005], [-0.013, -0.013, -0.004], [-0.001, -0.013, -0.002], [-0.091, 0.081, -0.060], [0.027, 0.035, -0.010], [0.035, 0.069, -0.036], [0.001, 0.055, -0.042], [-0.124, 0.101, 0.012], [-0.047, 0.066, 0.008], [-0.068, 0.035, -0.068], [0.020, 0.045, -0.027], [-0.028, 0.047, 0.016], [0.294, -0.128, 0.087], [-0.111, 0.319, 0.139], [0.284, -0.159, -0.018]], "mulliken_charge": [-0.711, -0.727, -0.793, -0.709, -0.768, -0.412, 0.669, 0.357, 0.403, 0.013, 0.211, -0.097, -0.110, -1.011, -1.032, -1.553, -0.750, -1.454, -1.439, -1.393, -1.668, -1.749, -1.436, 0.446, 0.473, 0.506, 2.036, -0.719, 0.306, 0.361, -0.131, 0.390, 0.371, 0.298, 0.202, 0.358, 0.289, 0.290, 0.378, 0.541, 0.493, 0.410, 0.230, 0.508, 0.471, 0.527, 0.491, 0.491, 0.482, 0.440, 0.497, 0.505, 0.414, 0.444, 0.455, 0.271, 0.240, 0.229, 0.384, 0.514, 0.270]}